[1]
Here is a structure of composition C40H47CoFN5O3S from OMol25. Energies are from ωB97M-V/def2-TZVPD.

Structure (XYZ):
```
98
C40H47CoFN5O3S (ωB97M-V/def2-TZVPD)
Co 0.60 2.16 0.32
C 3.10 -2.28 -5.12
C 1.64 -1.86 -5.23
N 1.13 -1.30 -3.97
C 1.20 0.03 -3.79
C 0.82 0.68 -2.65
C 1.00 2.19 -2.61
O 1.00 2.78 -3.67
O 1.16 2.70 -1.45
C 0.25 -0.06 -1.57
O -0.16 0.44 -0.49
C 0.11 -1.50 -1.81
C -0.52 -2.28 -0.84
C -0.63 -3.63 -1.01
F -1.28 -4.36 -0.08
C -0.09 -4.27 -2.14
C 0.51 -3.49 -3.11
C 0.60 -2.10 -2.99
N -0.16 -5.68 -2.37
C -0.07 -6.57 -1.22
C 0.21 -7.99 -1.70
N -0.90 -8.41 -2.62
C -0.98 -7.49 -3.80
C -1.22 -6.08 -3.29
H 3.46 -2.63 -6.09
H 3.24 -3.08 -4.39
H 3.72 -1.44 -4.82
H 1.01 -2.70 -5.52
H 1.53 -1.10 -6.00
H 1.58 0.62 -4.61
H -0.93 -1.80 0.03
H 0.95 -4.00 -3.95
H -0.99 -6.59 -0.61
H 0.74 -6.25 -0.58
H 0.27 -8.68 -0.87
H 1.14 -8.03 -2.27
H -1.78 -8.34 -2.10
H -0.78 -9.37 -2.91
H -1.78 -7.81 -4.46
H -0.03 -7.55 -4.32
H -2.21 -6.02 -2.81
H -1.23 -5.40 -4.14
N -1.15 3.00 0.83
S -2.52 3.00 -0.02
C -3.80 2.63 1.19
C -4.46 1.42 1.08
C -5.33 1.03 2.09
C -5.52 1.85 3.19
C -4.87 3.07 3.28
C -4.00 3.47 2.28
C -2.91 4.73 -0.36
C -1.85 5.62 -0.52
C -2.13 6.95 -0.80
C -3.45 7.37 -0.93
C -4.49 6.46 -0.81
C -4.23 5.13 -0.53
H -1.23 3.56 1.67
H -4.29 0.79 0.22
H -5.86 0.09 2.01
H -6.19 1.54 3.99
H -5.03 3.72 4.13
H -3.50 4.43 2.34
H -0.83 5.27 -0.43
H -1.32 7.65 -0.92
H -3.67 8.40 -1.15
H -5.52 6.78 -0.93
H -5.03 4.41 -0.43
C 1.03 -2.48 2.89
C 1.71 -1.18 3.22
C 2.60 -1.10 4.28
C 3.24 0.10 4.61
C 4.19 0.18 5.77
C 2.99 1.22 3.85
C 2.10 1.20 2.73
C 1.46 -0.05 2.47
N 1.81 2.25 1.93
C 2.41 3.58 2.14
C 1.88 4.51 1.03
C 1.95 4.18 3.48
C 3.94 3.56 1.98
H 1.27 -3.24 3.64
H 1.35 -2.84 1.91
H -0.05 -2.36 2.86
H 2.80 -1.98 4.88
H 4.29 -0.78 6.27
H 3.83 0.91 6.50
H 5.18 0.50 5.45
H 3.50 2.13 4.13
H 0.76 -0.09 1.65
H 0.80 4.67 1.15
H 2.09 4.10 0.04
H 2.37 5.47 1.10
H 0.86 4.12 3.56
H 2.24 5.23 3.52
H 2.37 3.68 4.35
H 4.19 3.13 1.00
H 4.46 2.98 2.73
H 4.32 4.58 2.01
```

## Properties
<S²>: 6.0507
Total charge: +2
2S+1: 5
E_HOMO (alpha / beta): -0.4526 / -0.4714 Ha
Kohn-Sham gap (alpha / beta): 0.2823 / 0.2606 hartree

[2]
Here is a structure of composition C40H47CsIN4O3SbSe3Te in a non-equilibrium geometry from OMol25. Energies are from ωB97M-V/def2-TZVPD.

Structure (XYZ):
```
101
C40H47CsIN4O3SbSe3Te (ωB97M-V/def2-TZVPD)
Cs -0.72 1.15 1.90
C -3.76 -2.44 5.65
C -4.19 -1.26 4.83
N -4.78 -0.30 5.54
C -5.26 0.79 4.96
C -5.18 0.99 3.59
C -6.09 1.95 2.90
O -7.11 1.24 2.17
C -4.48 0.06 2.80
C -4.51 0.11 1.36
N -4.04 -0.69 0.45
C -4.12 -2.04 0.22
C -5.17 -2.90 0.64
C -5.16 -4.24 0.28
C -4.14 -4.82 -0.49
C -3.08 -3.98 -0.87
C -3.17 -2.61 -0.66
I -2.28 -1.39 -2.09
C -3.81 -1.07 3.43
O -2.91 -1.79 2.95
H -3.62 -2.11 6.71
H -2.79 -2.82 5.22
H -4.51 -3.26 5.64
H -5.81 1.45 5.63
H -5.50 2.52 2.17
H -6.51 2.66 3.63
H -7.87 1.16 2.79
H -4.87 1.00 0.88
H -5.97 -2.46 1.23
H -5.97 -4.89 0.58
H -4.12 -5.87 -0.72
H -2.22 -4.40 -1.39
N 1.80 3.91 0.36
C 1.47 5.07 -0.44
C -0.01 5.09 -0.85
C -0.46 3.77 -1.52
C -1.97 3.55 -1.38
N -2.25 2.66 -0.25
H 1.53 4.00 1.38
H 2.82 3.78 0.40
H 2.11 5.00 -1.34
H 1.78 6.00 0.10
H -0.08 5.96 -1.56
H -0.67 5.31 0.00
H 0.09 2.94 -1.09
H -0.20 3.77 -2.59
H -2.45 3.22 -2.31
H -2.38 4.55 -1.14
H -2.64 1.76 -0.58
H -2.97 3.03 0.38
Se 3.85 2.83 3.36
Se 2.08 2.13 4.59
Te 0.50 4.23 4.44
Se -1.83 4.35 3.83
C 3.63 2.38 -6.29
C 4.53 2.34 -5.22
C 4.13 2.00 -3.92
C 2.80 1.67 -3.74
C 1.84 1.88 -4.72
C 2.26 2.18 -6.02
Sb 2.31 0.53 -1.95
C 4.29 0.41 -0.95
C 4.55 0.87 0.35
C 5.76 0.62 1.00
C 6.76 -0.11 0.34
C 6.51 -0.59 -0.97
C 5.29 -0.31 -1.59
C 2.21 -1.38 -2.99
C 1.54 -1.41 -4.22
C 1.45 -2.64 -4.89
C 1.86 -3.82 -4.29
C 2.45 -3.77 -3.01
C 2.70 -2.53 -2.40
H 3.96 2.68 -7.29
H 5.60 2.50 -5.41
H 4.88 1.93 -3.13
H 0.80 1.80 -4.48
H 1.50 2.31 -6.78
H 3.89 1.54 0.90
H 5.99 1.05 1.98
H 7.72 -0.31 0.81
H 7.29 -1.12 -1.52
H 5.10 -0.72 -2.59
H 1.13 -0.51 -4.68
H 1.05 -2.63 -5.89
H 1.77 -4.77 -4.84
H 2.72 -4.70 -2.50
H 3.26 -2.58 -1.46
C 2.60 -3.43 2.14
C 1.35 -4.15 1.62
C 0.35 -3.06 1.44
O 0.68 -2.03 2.42
C 2.01 -2.32 2.97
H 3.18 -2.96 1.33
H 3.26 -4.07 2.70
H 0.99 -4.83 2.40
H 1.50 -4.77 0.72
H -0.73 -3.30 1.52
H 0.41 -2.59 0.42
H 1.88 -2.53 4.07
H 2.60 -1.39 2.90
```

## Properties
Total charge: -2
2S+1: 1
E_HOMO: -0.0253 Ha
Kohn-Sham gap: 0.1475 hartree